1.
Here is a single C9H10BrP molecule from the Open Molecules 2025 dataset. Energies are from ωB97M-V/def2-TZVPD.

Structure (ORCA input):
```
! RIJCOSX wB97M-V def2-TZVPD def2/J DEFGRID3
* xyz 0 1
C -1.932 1.016 -1.167
C -0.954 0.465 1.158
C 1.185 -0.182 0.538
C -0.911 0.705 -0.216
C 0.305 -0.098 1.579
C 0.433 0.371 -0.582
C -2.992 0.156 -1.287
C 0.440 -0.493 3.021
C 2.514 -0.525 -2.065
P 0.842 0.146 -2.225
Br -4.263 0.635 -2.586
H -1.817 1.783 -1.956
H -1.771 0.866 1.818
H 2.228 -0.566 0.553
H 0.383 0.382 3.675
H 1.382 -0.865 3.344
H -0.384 -1.096 3.375
H 2.477 -1.241 -1.289
H 2.709 -1.041 -3.050
H 3.226 0.289 -1.884
H -3.098 -0.707 -0.755
*
```

Summary:
HOMO-LUMO gap, eV: 7.00
E_HOMO, eV: -8.06
SMILES: C/P=C1\C=C(C)C=C1/C=C/Br


2.
Here is a molecular structure, C21H25AsF2N2ORuS from the Open Molecules 2025 dataset. Energies are from ωB97M-V/def2-TZVPD.

Structure (ORCA input):
```
! RIJCOSX wB97M-V def2-TZVPD def2/J DEFGRID3
* xyz -1 6
Ru 0.094 0.286 -0.360
O -1.799 -0.076 -1.062
N -2.201 -1.312 -1.519
C -3.495 -1.744 -1.413
C -3.824 -3.057 -1.922
C -2.852 -3.805 -2.478
C -1.489 -3.290 -2.563
C -1.178 -2.057 -2.086
S 0.404 -1.316 -2.120
H -4.201 -1.072 -0.952
H -4.843 -3.398 -1.839
H -3.044 -4.791 -2.872
H -0.722 -3.904 -3.012
N -6.663 5.839 4.864
C -5.893 5.206 4.269
C -4.942 4.424 3.533
C -4.641 3.119 3.939
C -3.713 2.357 3.222
C -3.081 2.895 2.095
C -3.382 4.201 1.690
C -4.310 4.963 2.407
C -2.128 2.112 1.358
C -1.337 1.462 0.747
H -5.125 2.688 4.814
H -3.489 1.343 3.549
H -2.898 4.633 0.815
H -4.535 5.978 2.080
F 1.621 2.658 0.583
C 1.201 1.469 1.148
F 2.300 0.752 1.581
H 0.537 1.684 2.010
C 5.082 -0.130 1.004
C 4.660 -0.165 -0.458
As 2.686 -0.286 -0.604
C 2.367 -2.149 0.053
C 3.328 -3.237 -0.407
C 2.491 -0.351 -2.593
C 3.535 -1.137 -3.379
H 6.186 -0.035 1.070
H 4.772 -1.063 1.518
H 4.616 0.740 1.512
H 5.149 -1.017 -0.967
H 4.989 0.776 -0.949
H 1.326 -2.438 -0.206
H 2.438 -2.097 1.160
H 3.246 -3.422 -1.487
H 3.059 -4.188 0.100
H 4.372 -2.992 -0.131
H 2.566 0.705 -2.934
H 1.473 -0.715 -2.840
H 4.554 -0.749 -3.182
H 3.332 -1.012 -4.464
H 3.491 -2.212 -3.168
H -0.092 -1.075 0.846
*
```

Summary:
HOMO-LUMO gap (spin up / spin down), eV: 4.15 / 6.74
<S²>: 8.803
E_HOMO (spin up / spin down), eV: -1.65 / -4.95


3.
Here is a molecular structure, C26H51FN2OPdSbSi4 from the Open Molecules 2025 dataset. Energies are from ωB97M-V/def2-TZVPD.

Structure (ORCA input):
```
! RIJCOSX wB97M-V def2-TZVPD def2/J DEFGRID3
* xyz 1 1
Pd 0.935 -0.418 -0.160
O 0.982 -1.370 2.124
C 1.949 -1.305 3.175
C 3.197 -2.118 2.850
C 3.647 -1.768 1.437
C 3.944 -0.305 1.293
C 5.168 0.254 1.653
C 5.366 1.609 1.478
C 4.327 2.380 0.960
C 3.138 1.749 0.659
N 2.945 0.436 0.831
H 0.769 -2.297 1.944
H 1.509 -1.612 4.128
H 2.192 -0.244 3.250
H 2.997 -3.191 2.918
H 3.966 -1.902 3.594
H 2.819 -2.019 0.754
H 4.511 -2.355 1.120
H 5.950 -0.382 2.040
H 6.313 2.061 1.736
H 4.429 3.442 0.799
H 2.289 2.305 0.276
C -1.189 -2.364 -2.554
Si -0.021 -1.158 -3.344
C -0.975 0.115 -4.337
C 1.249 -1.995 -4.430
N 0.992 -0.437 -2.076
C 2.155 0.250 -2.339
C 2.206 1.479 -3.033
C 3.392 2.141 -3.261
C 4.587 1.579 -2.814
C 4.587 0.360 -2.170
C 3.384 -0.283 -1.944
F 3.406 -1.515 -1.368
H -1.442 -3.157 -3.252
H -2.116 -1.875 -2.259
H -0.752 -2.816 -1.658
H -1.156 1.023 -3.766
H -1.946 -0.265 -4.649
H -0.436 0.396 -5.238
H 0.734 -2.419 -5.294
H 1.768 -2.797 -3.914
H 1.989 -1.293 -4.802
H 1.272 1.894 -3.376
H 3.402 3.087 -3.786
H 5.522 2.089 -2.992
H 5.502 -0.116 -1.851
C -5.140 -0.491 0.710
Si -3.676 -1.663 0.644
C -3.564 -2.604 2.259
C -3.885 -2.863 -0.770
Sb -1.565 -0.201 0.595
Si -1.508 0.669 3.010
C -1.311 -0.700 4.290
C -0.050 1.862 3.012
C -3.120 1.540 3.401
Si -2.380 1.767 -0.814
C -3.457 1.068 -2.183
C -0.840 2.587 -1.490
C -3.349 3.055 0.140
H -5.991 -0.994 1.166
H -5.440 -0.190 -0.287
H -4.940 0.407 1.289
H -4.393 -3.308 2.324
H -3.622 -1.948 3.122
H -2.640 -3.175 2.334
H -4.766 -3.459 -0.522
H -3.044 -3.541 -0.891
H -4.075 -2.377 -1.722
H -1.211 -1.694 3.867
H -2.173 -0.695 4.953
H -0.423 -0.515 4.890
H 0.686 1.608 2.251
H 0.455 1.841 3.978
H -0.380 2.884 2.833
H -3.940 0.827 3.451
H -3.397 2.337 2.716
H -3.014 1.973 4.396
H -3.064 0.146 -2.605
H -3.559 1.783 -2.997
H -4.451 0.865 -1.799
H -0.266 1.922 -2.133
H -0.180 2.897 -0.671
H -1.128 3.477 -2.048
H -4.301 2.681 0.513
H -3.565 3.876 -0.543
H -2.787 3.466 0.975
*
```

Summary:
HOMO-LUMO gap (spin up / spin down), eV: 6.66 / 6.66
E_HOMO (spin up / spin down), eV: -10.47 / -10.47


4.
Here is a molecular structure, C3H7NO2S from the Open Molecules 2025 dataset. Energies are from ωB97M-V/def2-TZVPD.

Structure (ORCA input):
```
! RIJCOSX wB97M-V def2-TZVPD def2/J DEFGRID3
* xyz 0 1
C 0.472 1.519 -0.704
C 0.387 0.205 -0.569
C 1.143 -1.067 -0.411
N -2.266 -0.381 1.224
O -2.512 1.539 -0.576
O -2.685 -0.832 -1.108
S -1.985 0.189 -0.345
H -0.529 2.034 -0.779
H 1.319 2.082 -0.967
H 2.292 -0.813 -0.275
H 0.804 -1.870 0.174
H 1.150 -1.368 -1.522
H -2.997 -1.100 1.184
H -2.433 0.367 1.848
*
```

Summary:
HOMO-LUMO gap, eV: 9.50
E_HOMO, eV: -9.73


5.
Here is 7 unconnected molecules or ions with the total composition C24H37O19 from the Open Molecules 2025 dataset. Energies are from ωB97M-V/def2-TZVPD.

Structure (ORCA input):
```
! RIJCOSX wB97M-V def2-TZVPD def2/J DEFGRID3
* xyz -1 1
O 0.978 0.244 -0.244
H 0.808 -0.718 -0.265
C 3.806 4.166 -3.241
C 3.199 3.581 -4.511
C 1.661 3.225 -4.425
O 1.071 3.932 -5.446
C 1.986 4.599 -6.148
O 1.814 5.149 -7.237
O 3.191 4.515 -5.504
H 4.892 4.237 -3.293
H 3.399 3.641 -2.377
H 3.543 5.222 -3.181
H 3.690 2.613 -4.613
H 1.249 3.463 -3.445
H 1.494 2.171 -4.649
C 3.567 -3.260 -3.234
C 2.769 -4.395 -2.620
C 1.263 -4.131 -2.533
O 0.749 -5.424 -2.561
C 1.579 -6.178 -3.174
O 1.418 -7.310 -3.588
O 2.643 -5.470 -3.467
H 3.108 -3.018 -4.193
H 4.586 -3.584 -3.446
H 3.446 -2.334 -2.672
H 3.262 -4.672 -1.688
H 0.831 -3.451 -3.267
H 1.093 -3.699 -1.547
C -5.100 1.090 -5.039
C -5.322 0.263 -3.777
C -4.147 0.081 -2.791
O -4.783 0.123 -1.533
C -5.997 0.676 -1.664
O -6.836 0.965 -0.815
O -6.189 0.938 -2.885
H -4.055 0.948 -5.314
H -5.093 2.164 -4.858
H -5.859 0.911 -5.801
H -5.677 -0.710 -4.116
H -3.438 0.904 -2.885
H -3.493 -0.779 -2.931
C -4.352 -4.254 2.355
C -3.006 -3.882 2.997
C -2.723 -2.449 3.283
O -2.176 -2.437 4.610
C -2.276 -3.673 5.150
O -1.914 -4.010 6.255
O -2.925 -4.468 4.289
H -4.458 -3.902 1.329
H -5.163 -3.968 3.025
H -4.451 -5.329 2.204
H -2.176 -4.438 2.562
H -3.647 -1.873 3.242
H -2.005 -2.015 2.587
C 4.305 0.193 5.132
C 3.795 -0.540 3.847
C 4.902 -0.841 2.836
O 4.611 -2.146 2.385
C 3.637 -2.652 3.090
O 3.245 -3.784 2.925
O 3.344 -1.836 4.106
H 4.894 -0.512 5.719
H 3.436 0.414 5.751
H 4.879 1.107 4.979
H 3.065 0.095 3.345
H 5.870 -0.860 3.336
H 4.961 -0.065 2.073
C -1.008 4.640 1.915
C -1.499 4.517 3.355
C -0.995 3.429 4.285
O -0.929 3.979 5.587
C -1.049 5.307 5.475
O -1.031 6.086 6.412
O -1.189 5.595 4.213
H -1.490 5.426 1.334
H -1.370 3.724 1.448
H 0.079 4.585 1.856
H -2.588 4.501 3.389
H -0.034 3.061 3.924
H -1.676 2.583 4.378
*
```

Summary:
HOMO-LUMO gap, eV: 5.59
E_HOMO, eV: -3.69


6.
Here is a molecular structure, C35H48N5OS2Si4Y from the Open Molecules 2025 dataset. Energies are from ωB97M-V/def2-TZVPD.

Structure (ORCA input):
```
! RIJCOSX wB97M-V def2-TZVPD def2/J DEFGRID3
* xyz 0 1
Y -0.162 -0.396 0.392
C 1.132 1.745 -1.753
C 0.987 2.126 -0.304
N -0.195 2.069 0.212
N -0.282 2.565 1.507
C -1.045 1.948 2.336
S -1.972 0.491 2.071
S -1.214 2.634 3.957
C 0.418 3.408 4.214
C 1.255 2.606 5.174
C 1.539 1.267 4.911
C 2.317 0.529 5.784
C 2.822 1.116 6.939
C 2.538 2.445 7.212
C 1.756 3.184 6.333
C 2.189 2.309 0.529
C 3.089 3.357 0.409
C 4.193 3.418 1.244
C 4.393 2.406 2.176
C 3.518 1.337 2.281
C 2.396 1.264 1.455
O 1.543 0.237 1.477
H 0.325 2.155 -2.357
H 1.145 0.650 -1.896
H 2.096 2.078 -2.134
H 0.256 4.420 4.583
H 0.877 3.478 3.228
H 1.138 0.800 4.017
H 2.528 -0.511 5.566
H 3.427 0.537 7.624
H 2.921 2.908 8.112
H 1.535 4.223 6.550
H 2.910 4.139 -0.320
H 4.888 4.243 1.171
H 5.253 2.446 2.833
H 3.692 0.553 3.002
N -7.479 -8.568 0.371
C -6.875 -7.603 0.223
C -6.118 -6.394 0.037
C -4.806 -6.457 -0.423
C -4.083 -5.294 -0.614
C -4.667 -4.068 -0.331
C -5.971 -3.998 0.140
C -6.699 -5.160 0.316
N -3.923 -2.870 -0.508
C -4.440 -1.620 -0.796
C -3.392 -0.765 -0.779
N -2.233 -1.461 -0.484
C -2.590 -2.718 -0.339
H -4.357 -7.416 -0.641
H -3.075 -5.345 -0.997
H -6.413 -3.044 0.394
H -7.714 -5.114 0.684
H -5.482 -1.462 -1.004
H -3.392 0.301 -0.927
H -1.920 -3.523 -0.086
C 4.507 -4.079 -0.239
Si 3.398 -2.675 0.361
C 3.910 -1.134 -0.603
C 3.824 -2.424 2.177
Si 1.093 -3.053 0.134
Si 0.612 -4.457 1.945
C 1.882 -5.824 2.185
C -1.068 -5.312 1.761
C 0.524 -3.453 3.539
Si 1.012 -4.306 -1.843
C 2.008 -3.419 -3.181
C -0.716 -4.509 -2.589
C 1.676 -6.062 -1.687
H 5.548 -3.832 -0.010
H 4.436 -4.248 -1.316
H 4.268 -5.017 0.264
H 4.971 -0.917 -0.446
H 3.348 -0.255 -0.274
H 3.750 -1.266 -1.674
H 4.826 -1.998 2.281
H 3.809 -3.377 2.711
H 3.109 -1.756 2.656
H 1.946 -6.468 1.305
H 1.622 -6.448 3.045
H 2.875 -5.407 2.363
H -1.147 -5.875 0.826
H -1.898 -4.601 1.812
H -1.206 -6.020 2.583
H 1.521 -3.165 3.879
H 0.053 -4.038 4.333
H -0.057 -2.535 3.415
H 1.661 -2.391 -3.313
H 1.895 -3.936 -4.138
H 3.072 -3.382 -2.945
H -1.241 -3.557 -2.701
H -1.337 -5.181 -1.994
H -0.622 -4.958 -3.582
H 2.695 -6.077 -1.299
H 1.673 -6.558 -2.661
H 1.055 -6.653 -1.009
*
```

Summary:
HOMO-LUMO gap, eV: 6.94
E_HOMO, eV: -7.44


Per-record relative energy (zero: lowest compared OMol25 entry of this formula, charge and spin), kcal per mole: 11.1 79.0 35.6 99.9 0.0 22.9